No. 1
Computed, not measured: 2 unconnected molecules or ions with the total composition C17H24N4O4 in a non-equilibrium geometry, with ωB97M-V with the def2-TZVPD basis set.

Values from the calculation:
**E_tot**: -32166.99061 eV
**Relative energy (zero: lowest compared OMol25 entry of this formula, charge and spin)**: 316.4 kJ/mol
**LUMO level**: -0.86 eV

```
! wB97M-V def2-TZVPD RIJCOSX def2/J DEFGRID3
* xyz 0 1
C -5.68 2.26 -1.69
O -5.32 1.07 -0.95
C -4.05 0.58 -1.06
C -3.71 -0.51 -0.23
C -2.41 -0.93 -0.15
C -1.37 -0.25 -0.83
C 0.00 -0.60 -0.59
C 1.09 0.22 -0.72
C 2.43 -0.37 -0.75
O 2.67 -1.58 -0.53
N 3.51 0.46 -1.04
C 4.80 -0.17 -1.22
C 3.45 1.86 -1.03
O 4.42 2.57 -1.24
N 2.19 2.41 -0.73
C 2.15 3.86 -0.68
C 1.00 1.68 -0.58
O -0.04 2.29 -0.30
C -1.75 0.75 -1.77
C -3.07 1.15 -1.90
H -6.70 2.45 -1.36
H -5.02 3.10 -1.43
H -5.64 2.07 -2.77
H -4.50 -0.96 0.37
H -2.15 -1.79 0.47
H 0.21 -1.65 -0.36
H 5.53 0.61 -1.36
H 5.03 -0.77 -0.33
H 4.76 -0.83 -2.09
H 1.11 4.15 -0.55
H 2.75 4.20 0.17
H 2.56 4.27 -1.60
H -0.99 1.22 -2.39
H -3.32 1.95 -2.61
C 1.21 -0.71 2.65
N 0.47 -1.92 2.40
C -0.86 -2.01 2.96
N 0.82 -2.73 1.40
C 0.59 -4.17 1.49
H 1.00 -0.41 3.68
H 2.29 -0.89 2.54
H 0.91 0.12 1.98
H -0.80 -1.67 4.00
H -1.58 -1.36 2.42
H -1.23 -3.04 2.93
H 1.64 -2.41 0.86
H 0.50 -4.56 0.47
H 1.45 -4.65 1.99
H -0.32 -4.38 2.05
*
```

Mulliken atomic charge list, values in e, 8 entries: number 1, C, carries -0.823; number 2, O, carries -0.432; number 3, C, carries 0.892; number 4, C, carries -0.830; number 5, C, carries -0.379; number 6, C, carries -0.543; number 7, C, carries 0.123; number 8, C, carries 0.206

---

No. 2
Computed, not measured: a molecular structure, C28H37F9N2O8S in a non-equilibrium geometry, with ωB97M-V with the def2-TZVPD basis set.

Values from the calculation:
**E_tot**: -84290.07659 eV
**LUMO level**: -0.52 eV

```
! wB97M-V def2-TZVPD RIJCOSX def2/J DEFGRID3
* xyz 0 1
C 6.97 -1.31 -0.76
C 6.24 -0.09 -1.24
O 6.43 0.36 -2.33
O 5.33 0.40 -0.37
C 5.23 1.82 -0.34
C 3.80 2.20 0.10
C 3.05 3.02 -0.95
C 1.69 3.50 -0.37
C 0.48 3.16 -1.26
C -0.72 2.79 -0.38
C -2.05 2.70 -1.13
C -2.26 1.39 -1.88
C -2.34 0.15 -0.99
C -2.47 0.23 0.43
C -2.51 -0.87 1.25
C -2.39 -2.15 0.64
N -2.37 -3.34 1.26
S -2.27 -4.43 0.08
N -2.22 -3.50 -1.23
C -2.29 -2.24 -0.77
C -2.26 -1.08 -1.60
H 6.23 -2.11 -0.67
H 7.69 -1.63 -1.49
H 7.39 -1.17 0.23
H 5.94 2.25 0.37
H 5.40 2.28 -1.31
H 3.25 1.27 0.23
H 3.79 2.69 1.08
H 2.90 2.40 -1.84
H 3.68 3.86 -1.24
H 1.76 4.58 -0.21
H 1.57 3.02 0.60
H 0.22 4.08 -1.81
H 0.72 2.33 -1.92
H -0.83 3.56 0.38
H -0.46 1.87 0.15
H -2.86 2.90 -0.43
H -2.06 3.52 -1.87
H -1.38 1.24 -2.51
H -3.12 1.43 -2.55
H -2.54 1.21 0.86
H -2.59 -0.77 2.32
H -2.18 -1.16 -2.67
C 1.02 -4.62 -5.46
C 0.06 -4.39 -6.61
O -0.77 -3.24 -6.37
C -0.23 -2.06 -6.63
O 0.87 -1.86 -7.04
C -1.26 -0.95 -6.36
F -1.89 -1.14 -5.19
F -2.19 -0.92 -7.32
F -0.68 0.25 -6.33
H 0.48 -4.69 -4.52
H 1.59 -5.53 -5.62
H 1.72 -3.79 -5.37
H -0.62 -5.24 -6.70
H 0.58 -4.29 -7.56
C -4.94 6.97 2.61
C -3.45 6.97 2.90
O -3.04 5.77 3.57
C -2.87 4.70 2.81
O -3.01 4.65 1.62
C -2.40 3.52 3.67
F -3.12 3.39 4.78
F -1.12 3.68 4.03
F -2.49 2.37 2.99
H -5.50 6.81 3.53
H -5.24 7.92 2.18
H -5.20 6.17 1.92
H -3.20 7.79 3.58
H -2.87 7.11 1.99
C -0.79 -4.38 3.62
C 0.60 -4.95 3.77
O 0.96 -5.12 5.16
C 0.50 -6.21 5.75
O -0.19 -7.05 5.25
C 1.00 -6.27 7.20
F 0.87 -5.09 7.81
F 2.30 -6.60 7.23
F 0.33 -7.17 7.90
H -0.89 -3.45 4.18
H -1.03 -4.18 2.57
H -1.54 -5.08 4.01
H 1.33 -4.25 3.36
H 0.71 -5.89 3.24
*
```

Mulliken atomic charge list, values in e, 8 entries: number 1, C, carries -1.034; number 2, C, carries 0.758; number 3, O, carries -0.541; number 4, O, carries -0.305; number 5, C, carries -0.623; number 6, C, carries -0.569; number 7, C, carries -0.701; number 8, C, carries -0.743

---

No. 3
Computed, not measured: 7 unconnected molecules or ions with the total composition C15H17B2Br6NO19 in a non-equilibrium geometry, with ωB97M-V with the def2-TZVPD basis set.

Values from the calculation:
**E_tot**: -477845.56167 eV
**Relative energy (zero: lowest compared OMol25 entry of this formula, charge and spin)**: 196.3 kJ/mol
**LUMO level**: 2.88 eV

```
! wB97M-V def2-TZVPD RIJCOSX def2/J DEFGRID3
* xyz -2 1
N 0.86 0.85 0.59
H 0.31 0.17 0.09
H 1.65 0.97 -0.03
H 1.13 0.43 1.47
H 0.44 1.75 0.78
O -2.13 -5.79 0.17
C -1.46 -5.07 0.90
O -0.13 -4.78 0.67
B 0.29 -3.88 1.80
O -0.90 -3.78 2.70
C -1.95 -4.35 2.13
O -3.14 -4.18 2.50
O 1.48 -4.33 2.60
C 2.45 -3.38 2.70
O 3.52 -3.46 3.31
C 1.87 -2.10 1.98
O 0.73 -2.55 1.29
O 2.26 -0.98 1.96
O -5.83 -1.09 -1.09
C -5.06 -0.13 -1.16
O -4.52 0.46 -0.12
B -3.68 1.62 -0.44
O -3.70 1.54 -1.94
C -4.60 0.72 -2.39
O -5.00 0.61 -3.54
O -2.36 1.55 0.13
C -2.15 2.64 0.92
O -1.14 2.87 1.62
C -3.46 3.47 0.92
O -4.32 2.85 0.17
O -3.63 4.49 1.57
O -2.54 -2.01 -0.32
C -1.46 -1.80 -1.15
O -0.75 -0.83 -0.97
O -1.48 -2.50 -2.17
H -2.46 -1.23 0.24
Br 2.10 -4.76 -3.31
C 2.11 -2.82 -2.82
C 2.70 -2.51 -1.45
Br 3.02 -0.49 -1.24
H 1.06 -2.54 -2.84
H 2.70 -2.32 -3.59
H 3.69 -2.95 -1.39
H 2.02 -2.89 -0.70
Br 1.74 2.61 -1.91
C 0.20 2.25 -3.07
C 0.68 1.42 -4.27
Br -0.85 0.88 -5.41
H -0.17 3.18 -3.49
H -0.57 1.74 -2.49
H 1.19 0.55 -3.87
H 1.48 1.86 -4.87
Br 1.67 3.39 2.82
C 2.74 4.86 3.74
C 4.27 4.69 3.40
Br 5.27 6.08 4.32
H 2.51 4.82 4.81
H 2.21 5.79 3.51
H 4.53 4.67 2.34
H 4.58 3.76 3.87
*
```

Mulliken atomic charge list, values in e, 8 entries: number 1, N, carries 0.542; number 2, H, carries 0.206; number 3, H, carries -0.198; number 4, H, carries 0.340; number 5, H, carries 0.218; number 6, O, carries -0.617; number 7, C, carries 0.637; number 8, O, carries -0.481

---

No. 4
Computed, not measured: a molecular structure, C49H47N5O4P2RhSe3, with ωB97M-V with the def2-TZVPD basis set.

Values from the calculation:
**E_tot**: -284837.50788 eV
**Relative energy (zero: lowest compared OMol25 entry of this formula, charge and spin)**: 33.6 kJ/mol
**LUMO level**: -4.17 eV

```
! wB97M-V def2-TZVPD RIJCOSX def2/J DEFGRID3
* xyz 1 1
Rh -1.17 1.29 -0.77
Se -1.10 -5.43 -1.59
P 0.56 -4.31 -1.00
C 2.04 -4.63 -1.98
C 3.15 -5.28 -1.46
C 4.25 -5.54 -2.27
C 4.23 -5.14 -3.60
C 3.12 -4.50 -4.13
C 2.02 -4.25 -3.33
C 1.02 -4.46 0.75
C 2.10 -3.74 1.26
C 2.42 -3.86 2.60
C 1.67 -4.69 3.43
C 0.59 -5.39 2.92
C 0.27 -5.28 1.57
C 0.32 -2.52 -1.17
C -0.81 -1.72 -1.15
N -0.35 -0.44 -1.19
N 0.97 -0.45 -1.21
N 1.39 -1.69 -1.21
P -2.56 -1.94 -1.04
Se -3.28 0.14 -0.92
C -2.91 -2.86 0.45
C -3.68 -4.01 0.48
C -3.89 -4.67 1.68
C -3.33 -4.18 2.85
C -2.54 -3.03 2.82
C -2.34 -2.37 1.63
C -3.27 -2.67 -2.50
C -4.64 -2.93 -2.52
C -5.23 -3.42 -3.67
C -4.46 -3.64 -4.80
C -3.10 -3.36 -4.79
C -2.50 -2.87 -3.64
H 3.16 -5.60 -0.43
H 5.11 -6.05 -1.87
H 5.09 -5.34 -4.23
H 3.10 -4.21 -5.17
H 1.14 -3.77 -3.74
H 2.68 -3.09 0.62
H 3.27 -3.32 3.01
H 1.93 -4.78 4.48
H 0.01 -6.04 3.56
H -0.57 -5.83 1.16
H -4.09 -4.42 -0.44
H -4.49 -5.57 1.70
H -3.50 -4.69 3.79
H -2.09 -2.66 3.73
H -1.72 -1.47 1.61
H -5.26 -2.73 -1.65
H -6.29 -3.63 -3.69
H -4.92 -4.03 -5.70
H -2.50 -3.52 -5.68
H -1.44 -2.65 -3.63
C 2.26 1.85 4.64
C 2.91 0.73 3.82
C 2.14 0.35 2.55
C 2.21 1.38 1.43
N 1.46 2.62 1.68
C 0.13 2.78 1.76
Se -1.18 1.40 1.63
N -0.16 4.07 1.90
C -1.50 4.65 2.08
C -2.11 4.33 3.45
C -1.22 4.66 4.64
C -0.98 6.15 4.84
C 1.02 4.80 1.83
C 1.26 6.18 1.84
C 2.57 6.58 1.73
C 3.62 5.64 1.61
C 3.38 4.29 1.58
C 2.05 3.88 1.68
H 2.72 1.94 5.62
H 1.19 1.66 4.79
H 2.36 2.83 4.15
H 2.98 -0.16 4.45
H 3.93 1.02 3.56
H 1.10 0.15 2.81
H 2.54 -0.57 2.14
H 1.87 0.96 0.49
H 3.24 1.68 1.29
H -2.11 4.29 1.26
H -1.38 5.72 1.95
H -2.39 3.28 3.47
H -3.04 4.90 3.52
H -0.26 4.14 4.55
H -1.69 4.25 5.54
H -0.40 6.59 4.02
H -0.42 6.34 5.76
H -1.92 6.69 4.91
H 0.45 6.90 1.91
H 2.80 7.63 1.73
H 4.63 6.00 1.53
H 4.19 3.58 1.48
O -0.54 5.32 -1.27
C -0.67 4.17 -1.63
O -0.88 3.22 -0.70
C -0.54 3.76 -3.06
C -0.16 4.70 -4.01
C 0.05 4.35 -5.34
C -0.13 3.03 -5.68
O 0.03 2.44 -6.89
C -0.18 1.04 -6.69
O -0.64 0.86 -5.34
C -0.52 2.08 -4.75
C -0.74 2.43 -3.45
H -0.02 5.72 -3.68
H 0.35 5.07 -6.08
H 0.76 0.51 -6.83
H -0.94 0.69 -7.38
H -1.08 1.70 -2.72
*
```

Mulliken atomic charge list, values in e, 8 entries: number 1, Rh, carries 0.415; number 2, Se, carries -0.266; number 3, P, carries 1.185; number 4, C, carries 0.521; number 5, C, carries -0.397; number 6, C, carries -0.744; number 7, C, carries -0.488; number 8, C, carries -0.718

---

No. 5
Computed, not measured: a molecular structure, C22H19HoN6O2Se in a non-equilibrium geometry, with ωB97M-V with the def2-TZVPD basis set.

Values from the calculation:
**E_tot**: -127291.20063 eV
**⟨S²⟩**: 6.004
**Relative energy (zero: lowest compared OMol25 entry of this formula, charge and spin)**: 0.0 kJ/mol
**LUMO level (spin up / spin down)**: -6.88 / -6.71 eV

```
! wB97M-V def2-TZVPD RIJCOSX def2/J DEFGRID3
* xyz 2 5
Ho -0.43 0.21 -0.07
O 3.90 -0.78 0.68
C 2.77 -0.37 0.64
N 1.62 0.03 0.58
N -2.71 0.21 0.05
C -3.88 0.25 0.01
C -5.30 0.27 0.01
C -6.00 0.09 1.23
C -7.38 0.07 1.22
C -8.09 0.24 0.02
C -7.40 0.42 -1.19
C -6.01 0.44 -1.20
H -5.41 -0.03 2.13
H -7.92 -0.09 2.16
H -9.19 0.23 0.01
H -7.95 0.53 -2.13
H -5.45 0.56 -2.13
C 2.26 3.02 -2.05
N 2.38 3.08 -0.57
C 1.36 3.05 0.38
Se -0.46 2.93 0.05
N 1.95 3.13 1.61
C 3.35 3.16 1.48
C 4.36 3.14 2.43
C 5.68 3.09 1.94
C 5.95 3.07 0.56
C 4.94 3.09 -0.41
C 3.63 3.13 0.09
H 1.18 3.03 -2.28
H 2.67 2.10 -2.45
H 2.74 3.89 -2.53
H 1.43 3.10 2.48
H 4.10 3.19 3.49
H 6.53 3.07 2.62
H 6.99 3.06 0.24
H 5.14 3.07 -1.49
N 3.05 -4.33 -1.50
C 1.88 -5.03 -1.28
O 1.73 -6.21 -1.58
C 0.77 -4.22 -0.69
C -0.20 -4.94 0.07
C -1.28 -4.25 0.60
C -1.43 -2.89 0.32
N -0.49 -2.20 -0.39
C 0.60 -2.88 -0.91
H 3.84 -4.90 -1.76
H 3.27 -3.46 -1.05
H -0.05 -6.02 0.18
H -2.04 -4.75 1.20
H -2.29 -2.33 0.66
H 1.32 -2.28 -1.46
*
```

Mulliken atomic charge list, values in e, 8 entries: number 1, Ho, carries 1.420; number 2, O, carries -0.518; number 3, C, carries 0.695; number 4, N, carries -0.624; number 5, N, carries -0.303; number 6, C, carries 0.116; number 7, C, carries 0.596; number 8, C, carries -0.319

---

No. 6
Computed, not measured: 11 unconnected molecules or ions with the total composition C15H52N4O11 in a non-equilibrium geometry, with ωB97M-V with the def2-TZVPD basis set.

Values from the calculation:
**E_tot**: -44873.86919 eV
**Relative energy (zero: lowest compared OMol25 entry of this formula, charge and spin)**: 327.8 kJ/mol
**LUMO level**: 0.22 eV

```
! wB97M-V def2-TZVPD RIJCOSX def2/J DEFGRID3
* xyz 0 1
C -14.74 -17.26 -11.39
C -14.97 -17.42 -9.92
O -13.82 -17.44 -9.15
H -13.86 -17.91 -11.69
H -14.46 -16.27 -11.65
H -15.63 -17.51 -11.97
H -15.60 -18.30 -9.60
H -15.55 -16.56 -9.63
H -14.11 -17.42 -8.26
C -14.24 -20.34 -7.23
C -15.41 -20.48 -6.26
O -15.05 -20.20 -4.92
H -14.39 -20.61 -8.23
H -13.38 -20.91 -6.86
H -13.97 -19.28 -7.14
H -15.88 -21.45 -6.42
H -16.13 -19.70 -6.52
H -14.72 -21.00 -4.49
C -10.54 -20.65 -10.64
C -11.90 -20.00 -10.39
O -11.64 -18.71 -9.92
H -9.68 -20.16 -10.26
H -10.35 -20.60 -11.73
H -10.52 -21.67 -10.38
H -12.34 -20.64 -9.60
H -12.62 -19.89 -11.20
H -12.52 -18.43 -9.60
C -5.28 -22.23 -9.94
C -6.36 -22.16 -8.79
O -7.43 -21.38 -9.42
H -4.35 -22.51 -9.36
H -5.20 -21.33 -10.56
H -5.55 -23.04 -10.55
H -5.94 -21.66 -7.92
H -6.69 -23.23 -8.66
H -8.13 -21.36 -8.75
C -9.72 -16.19 -9.83
O -9.68 -16.15 -8.44
N -10.02 -15.27 -10.71
N -9.48 -17.18 -10.61
H -9.70 -14.33 -10.43
H -11.05 -15.08 -10.61
H -8.75 -17.77 -10.05
H -10.28 -17.77 -10.43
C -12.67 -13.96 -11.13
O -13.12 -14.15 -12.37
N -12.55 -14.82 -10.16
N -12.33 -12.77 -10.69
H -12.95 -15.79 -10.30
H -12.26 -14.48 -9.26
H -12.25 -12.06 -11.48
H -11.77 -12.49 -9.90
C -11.14 -17.78 -13.60
O -11.16 -16.41 -13.26
H -10.37 -18.23 -13.05
H -11.02 -18.01 -14.66
H -12.03 -18.32 -13.32
H -12.01 -16.10 -13.48
C -7.08 -20.57 -13.15
O -7.57 -19.89 -11.98
H -7.63 -21.45 -13.42
H -6.04 -20.85 -13.12
H -7.13 -19.92 -13.98
H -7.58 -20.43 -11.18
C -10.29 -22.15 -7.52
O -9.57 -20.97 -7.86
H -11.40 -22.06 -7.78
H -10.19 -22.25 -6.47
H -9.91 -23.00 -8.19
H -9.99 -20.24 -7.38
C -7.05 -17.99 -8.17
O -7.68 -18.49 -9.35
H -7.88 -17.67 -7.61
H -6.42 -17.15 -8.32
H -6.52 -18.79 -7.67
H -7.19 -19.30 -9.57
C -11.38 -18.50 -6.26
O -10.12 -18.40 -6.83
H -11.59 -19.54 -5.98
H -12.17 -18.00 -6.80
H -11.46 -17.91 -5.33
H -10.13 -17.58 -7.22
*
```

Mulliken atomic charge list, values in e, 8 entries: number 1, C, carries -0.836; number 2, C, carries -0.395; number 3, O, carries -0.551; number 4, H, carries -0.052; number 5, H, carries 0.367; number 6, H, carries 0.395; number 7, H, carries 0.413; number 8, H, carries 0.363

---

No. 7
Computed, not measured: 4 unconnected molecules or ions with the total composition C4H14NO3 in a non-equilibrium geometry, with ωB97M-V with the def2-TZVPD basis set.

Values from the calculation:
**E_tot**: -12000.41093 eV
**Relative energy (zero: lowest compared OMol25 entry of this formula, charge and spin)**: 135.0 kJ/mol
**LUMO level**: -3.95 eV

```
! wB97M-V def2-TZVPD RIJCOSX def2/J DEFGRID3
* xyz 1 1
C -0.89 -0.45 1.58
C -0.65 0.52 0.47
C -1.36 1.60 0.21
C 1.41 1.06 -0.53
N 0.51 0.21 -0.34
H -0.63 0.04 2.53
H -1.91 -0.79 1.67
H -0.26 -1.34 1.57
H -1.08 2.20 -0.63
H -2.10 2.07 0.85
H 2.39 0.79 -0.95
H 1.38 2.10 -0.22
H 0.64 -0.77 -0.67
H -2.56 -0.96 -2.73
H -2.41 0.39 -1.99
O -2.20 -0.56 -1.92
H 2.59 1.27 2.75
H 3.59 0.70 1.69
O 2.66 0.87 1.88
H -0.47 -2.78 -0.64
H 0.27 -2.73 -1.96
O 0.34 -2.43 -1.04
*
```

Mulliken atomic charge list, values in e, 8 entries: number 1, C, carries -1.416; number 2, C, carries 0.808; number 3, C, carries -1.052; number 4, C, carries -0.210; number 5, N, carries 0.298; number 6, H, carries 0.327; number 7, H, carries 0.364; number 8, H, carries 0.377

---

No. 8
Computed, not measured: 2 unconnected molecules or ions with the total composition C4H4Cl2O in a non-equilibrium geometry, with ωB97M-V with the def2-TZVPD basis set.

Values from the calculation:
**E_tot**: -31299.79784 eV
**Relative energy (zero: lowest compared OMol25 entry of this formula, charge and spin)**: 445.4 kJ/mol
**LUMO level**: 0.52 eV

```
! wB97M-V def2-TZVPD RIJCOSX def2/J DEFGRID3
* xyz 0 1
C -1.49 1.41 1.49
C -1.04 0.75 0.20
C 0.61 -1.65 -1.44
C 1.64 -1.04 -0.94
O -1.35 1.99 0.36
Cl -0.38 1.91 2.76
Cl 1.39 0.44 0.01
H -2.45 1.39 1.95
H 0.74 -2.50 -2.01
H -0.36 -1.32 -1.26
H 2.68 -1.38 -1.13
*
```

Mulliken atomic charge list, values in e, 8 entries: number 1, C, carries 0.200; number 2, C, carries -0.314; number 3, C, carries -0.645; number 4, C, carries 0.039; number 5, O, carries -0.149; number 6, Cl, carries -0.197; number 7, Cl, carries -0.120; number 8, H, carries 0.298